Below is 12 unconnected molecules or ions with the total composition C65H60N12O10, with properties calculated with ωB97M-V/def2-TZVPD.

Element x y z (Å)
O  0.24  -5.77  8.63
N  -0.07  -4.90  9.43
O  0.00  -3.71  9.15
C  -0.46  -5.32  10.80
C  -0.90  -4.35  11.73
C  -1.34  -4.71  13.02
C  -1.27  -6.05  13.51
C  -0.72  -6.99  12.62
C  -0.47  -6.65  11.27
H  -0.93  -3.29  11.52
H  -1.70  -4.00  13.75
H  -1.53  -6.28  14.53
H  -0.79  -8.03  12.90
H  -0.23  -7.39  10.52
O  -0.99  1.12  -3.14
N  -1.21  0.74  -1.99
O  -2.15  -0.02  -1.68
C  -0.42  1.33  -0.89
C  -0.52  0.82  0.44
C  0.17  1.44  1.42
C  1.05  2.52  1.17
C  1.15  3.07  -0.08
C  0.37  2.43  -1.13
H  -1.15  -0.03  0.67
H  0.10  1.05  2.42
H  1.70  2.92  1.94
H  1.84  3.87  -0.29
H  0.51  2.71  -2.16
O  -6.51  -3.68  -12.29
N  -5.39  -4.15  -11.96
O  -4.65  -4.60  -12.83
C  -4.97  -4.28  -10.58
C  -5.36  -3.28  -9.68
C  -4.94  -3.34  -8.35
C  -4.15  -4.32  -7.91
C  -3.68  -5.30  -8.78
C  -4.09  -5.25  -10.10
H  -5.89  -2.40  -10.00
H  -5.16  -2.52  -7.69
H  -3.94  -4.29  -6.86
H  -3.22  -6.22  -8.46
H  -3.77  -6.08  -10.72
O  7.27  -0.66  -4.41
N  6.42  -0.62  -3.52
O  6.63  -0.18  -2.41
C  5.14  -1.30  -3.74
C  4.30  -1.72  -2.68
C  3.16  -2.47  -2.92
C  2.78  -2.73  -4.22
C  3.53  -2.33  -5.29
C  4.74  -1.66  -5.04
H  4.54  -1.42  -1.67
H  2.49  -2.69  -2.10
H  1.89  -3.31  -4.39
H  3.21  -2.43  -6.32
H  5.40  -1.42  -5.87
O  0.55  6.13  -6.86
N  1.72  6.14  -6.55
O  2.23  6.83  -5.78
C  2.59  5.23  -7.35
C  2.16  4.57  -8.47
C  3.02  3.71  -9.18
C  4.35  3.57  -8.77
C  4.73  4.09  -7.53
C  3.89  4.99  -6.84
H  1.18  4.67  -8.90
H  2.66  3.23  -10.07
H  5.09  2.96  -9.27
H  5.73  3.86  -7.19
H  4.21  5.42  -5.90
C  -2.11  4.01  11.80
C  -2.03  3.66  10.42
C  -1.51  4.54  9.51
N  -1.27  5.82  9.79
C  -1.24  6.19  11.11
C  -1.63  5.31  12.13
H  -2.36  3.29  12.57
H  -2.10  2.63  10.09
H  -1.37  4.27  8.47
H  -0.94  7.21  11.29
H  -1.55  5.74  13.12
C  6.48  -2.17  3.80
C  5.54  -3.21  3.65
C  6.06  -4.50  3.43
N  7.39  -4.72  3.18
C  8.28  -3.74  3.21
C  7.83  -2.47  3.59
H  6.23  -1.18  4.15
H  4.49  -3.03  3.82
H  5.39  -5.35  3.39
H  9.28  -4.14  3.18
H  8.63  -1.76  3.68
C  8.24  4.47  3.14
C  8.09  4.53  4.55
C  7.13  5.41  5.03
N  6.50  6.33  4.31
C  6.71  6.34  2.99
C  7.57  5.39  2.36
H  9.08  3.85  2.85
H  8.63  3.82  5.16
H  7.05  5.55  6.10
H  6.20  7.09  2.40
H  7.68  5.42  1.29
C  -4.22  6.56  1.88
C  -5.36  6.73  2.70
C  -6.53  6.10  2.25
N  -6.56  5.36  1.07
C  -5.52  5.34  0.24
C  -4.31  5.89  0.65
H  -3.24  6.90  2.19
H  -5.21  7.16  3.68
H  -7.38  6.00  2.90
H  -5.70  4.76  -0.66
H  -3.44  5.67  0.06
C  -3.31  0.53  -13.82
C  -2.65  0.61  -12.59
C  -3.24  1.48  -11.61
N  -4.24  2.30  -11.82
C  -4.84  2.23  -13.04
C  -4.38  1.42  -14.03
H  -3.04  -0.21  -14.57
H  -1.89  -0.12  -12.37
H  -2.74  1.52  -10.65
H  -5.71  2.86  -13.17
H  -4.89  1.39  -14.99
C  -6.54  0.24  7.09
C  -6.05  -1.11  7.21
C  -5.39  -1.60  6.12
N  -5.01  -0.86  5.05
C  -5.41  0.42  4.94
C  -6.12  1.00  5.99
H  -7.15  0.60  7.90
H  -6.22  -1.85  7.99
H  -4.88  -2.55  6.24
H  -4.98  1.08  4.20
H  -6.39  2.03  5.82
C  -0.04  -7.09  0.67
C  -1.22  -6.39  0.55
C  -1.97  -6.57  -0.62
N  -1.62  -7.35  -1.67
C  -0.45  -8.05  -1.54
C  0.38  -7.95  -0.36
H  0.45  -7.07  1.63
H  -1.60  -5.81  1.38
H  -2.91  -6.05  -0.67
H  -0.25  -8.84  -2.25
H  1.21  -8.62  -0.17

HOMO-LUMO gap: 8.75 eV
relative energy (zero: lowest compared OMol25 entry of this formula, charge and spin): 115.3 kcal per mole
energy: -3921.67699 hartree
charge: 0
SMILES: O=[N+]([O-])c1ccccc1.O=[N+]([O-])c1ccccc1.O=[N+]([O-])c1ccccc1.O=[N+]([O-])c1ccccc1.O=[N+]([O-])c1ccccc1.c1ccncc1.c1ccncc1.c1ccncc1.c1ccncc1.c1ccncc1.c1ccncc1.c1ccncc1